Record 1
ORCA calculation (ωB97M-V/def2-TZVPD) on a cluster of 2 separate species, CH2IP in total at a distorted geometry.

Output
HOMO-LUMO gap (spin up / spin down), eV: 8.033 / 7.843
Highest occupied orbital energy (spin up / spin down), eV: -9.1 / -8.8
ΔE to the lowest compared entry with this formula, charge and spin, eV: 4.655

Each line ends with the Mulliken charge.
Element x y z (Å)
I 2.33 0.58 -0.11  0.20
P -0.41 -1.30 -0.11  -0.04
C 0.41 0.10 -0.33  -0.31
H -1.67 -0.96 0.10  0.04
H -0.65 1.57 0.45  0.11

=====

Record 2
ORCA calculation (ωB97M-V/def2-TZVPD) on an isolated molecule of CH2IPS at a distorted geometry.

Output
HOMO-LUMO gap (spin up / spin down), eV: 7.398 / 6.249
Highest occupied orbital energy (spin up / spin down), eV: -9.0 / -8.4
ΔE to the lowest compared entry with this formula, charge and spin, eV: 3.373
SMILES: PC(=S)I

Each line ends with the Mulliken charge.
Element x y z (Å)
I -2.37 0.76 -0.17  0.18
S -0.81 -2.44 -0.16  -0.18
P 0.88 0.50 0.59  -0.04
C -0.53 -0.29 -0.06  -0.17
H 0.79 1.68 -0.33  0.11
H 2.04 -0.21 0.13  0.11

=====

Record 3
ORCA calculation (ωB97M-V/def2-TZVPD) on a structure of composition CH2LaLiO at a distorted geometry.

Output
HOMO-LUMO gap (spin up / spin down), eV: 5.990 / 5.994
Total charge: +2
Highest occupied orbital energy (spin up / spin down), eV: -15.7 / -15.7
ΔE to the lowest compared entry with this formula, charge and spin, eV: 0.000

Each line ends with the Mulliken charge.
Element x y z (Å)
La 0.75 1.79 -1.32  1.90
O 0.89 0.01 0.18  -0.61
C -0.51 -0.25 0.19  -0.73
Li 0.88 -1.79 1.21  0.92
H -1.07 0.57 0.69  0.32
H -0.94 -0.34 -0.95  0.20

=====

Record 4
ORCA calculation (ωB97M-V/def2-TZVPD) on a cluster of 2 separate species, CH2N2O in total at a distorted geometry.

Output
HOMO-LUMO gap (spin up / spin down), eV: 8.859 / 8.149
Highest occupied orbital energy (spin up / spin down), eV: -9.2 / -8.8
ΔE to the lowest compared entry with this formula, charge and spin, eV: 4.434

Each line ends with the Mulliken charge.
Element x y z (Å)
O -2.60 0.11 -0.64  -0.18
N -2.80 -0.20 0.45  0.23
N -0.87 -0.87 1.14  -0.43
C -0.14 -0.27 0.37  -0.16
H -0.53 0.23 -0.54  0.25
H 0.94 -0.20 0.49  0.29

=====

Record 5
ORCA calculation (ωB97M-V/def2-TZVPD) on a structure of composition CH2N2O at a distorted geometry.

Output
HOMO-LUMO gap, eV: 10.522
Highest occupied orbital energy, eV: -9.6
ΔE to the lowest compared entry with this formula, charge and spin, eV: 5.048

Each line ends with the Mulliken charge.
Element x y z (Å)
O 1.05 -0.66 0.13  -0.38
N -0.52 0.74 0.19  -0.40
N 0.81 0.74 0.21  0.04
C -0.70 -0.52 0.24  0.14
H 1.34 1.31 -0.46  0.25
H -1.36 -1.33 0.40  0.34

=====

Record 6
ORCA calculation (ωB97M-V/def2-TZVPD) on a structure of composition CH2N2O2 at a distorted geometry.

Output
HOMO-LUMO gap, eV: 10.103
Highest occupied orbital energy, eV: -9.8
ΔE to the lowest compared entry with this formula, charge and spin, eV: 6.088

Each line ends with the Mulliken charge.
Element x y z (Å)
O 3.61 -0.62 -0.07  -0.46
O 2.41 1.22 0.03  -0.48
N 1.18 -1.06 0.10  -0.32
N 2.69 0.09 0.04  0.88
C 0.21 -0.33 -0.09  -0.18
H -0.81 -0.86 -0.11  0.25
H 0.41 0.71 -0.08  0.32

=====

Record 7
ORCA calculation (ωB97M-V/def2-TZVPD) on an isolated molecule of CH2N2O2S at a distorted geometry.

Output
HOMO-LUMO gap, eV: 9.641
Highest occupied orbital energy, eV: -10.3
ΔE to the lowest compared entry with this formula, charge and spin, eV: 5.974
SMILES: O=[N+]([O-])/N=C/S

Each line ends with the Mulliken charge.
Element x y z (Å)
S -2.35 0.28 -0.09  -0.20
O 2.16 1.00 0.08  -0.54
O 1.77 -1.11 -0.08  -0.57
N 1.44 0.05 -0.02  0.96
N 0.10 0.37 -0.14  -0.44
C -0.84 -0.45 0.16  0.17
H -1.56 1.31 -0.46  0.25
H -0.72 -1.45 0.55  0.37

=====

Record 8
ORCA calculation (ωB97M-V/def2-TZVPD) on an isolated molecule of CH2N2O2S2 at a distorted geometry.

Output
HOMO-LUMO gap, eV: 10.063
Highest occupied orbital energy, eV: -10.7
ΔE to the lowest compared entry with this formula, charge and spin, eV: 1.251
SMILES: N#CSS(N)(=O)=O

Each line ends with the Mulliken charge.
Element x y z (Å)
S 0.08 -0.22 0.20  1.01
S -0.98 1.47 -0.55  -0.04
O -0.89 -1.21 0.30  -0.50
O 1.23 -0.39 -0.66  -0.54
N -1.20 -0.30 -2.90  -0.37
N 0.59 0.24 1.73  -0.54
C -1.07 0.35 -1.95  0.36
H 0.80 -0.57 2.32  0.31
H 1.43 0.63 1.50  0.31

=====

Record 9
ORCA calculation (ωB97M-V/def2-TZVPD) on an isolated molecule of CH2N2O2Si at a distorted geometry.

Output
HOMO-LUMO gap, eV: 10.848
Highest occupied orbital energy, eV: -11.2
ΔE to the lowest compared entry with this formula, charge and spin, eV: 0.707
SMILES: N#C[SiH2][N+](=O)[O-]

Each line ends with the Mulliken charge.
Element x y z (Å)
Si -0.74 -0.31 0.04  0.43
O 1.56 -1.16 -0.94  -0.50
O 1.73 -0.63 1.16  -0.53
N -0.69 2.71 -0.05  -0.31
N 1.10 -0.78 0.12  0.77
C -0.58 1.59 0.05  0.16
H -0.85 -0.46 -1.44  0.00
H -1.52 -0.98 1.05  -0.03

=====

Record 10
ORCA calculation (ωB97M-V/def2-TZVPD) on an isolated molecule of CH2N2O3 at a distorted geometry.

Output
HOMO-LUMO gap (spin up / spin down), eV: 8.242 / 9.113
Highest occupied orbital energy (spin up / spin down), eV: -9.7 / -10.5
ΔE to the lowest compared entry with this formula, charge and spin, eV: 7.371
SMILES: C=[N+]([O-])[N+](=O)[O-]

Each line ends with the Mulliken charge.
Element x y z (Å)
O -3.87 0.07 0.35  -0.51
O -2.24 1.57 -0.17  -0.58
O -2.19 -1.77 -0.24  -0.47
N -2.71 0.48 0.08  1.01
N -1.82 -0.63 -0.07  0.24
C -0.14 -0.14 0.36  -0.45
H 0.48 -1.00 0.25  0.34
H -0.44 0.90 0.31  0.41

=====

Record 11
ORCA calculation (ωB97M-V/def2-TZVPD) on a cluster of 2 separate species, CH2N2O3 in total at a distorted geometry.

Output
HOMO-LUMO gap (spin up / spin down), eV: 10.315 / 7.647
Highest occupied orbital energy (spin up / spin down), eV: -10.4 / -9.1
ΔE to the lowest compared entry with this formula, charge and spin, eV: 5.969

Each line ends with the Mulliken charge.
Element x y z (Å)
O 2.08 2.12 0.93  -0.29
O 0.20 0.97 -0.67  -0.12
O 4.17 1.38 0.47  -0.40
N 2.94 1.41 0.50  0.63
N 1.09 0.41 -1.36  -0.34
C 0.45 -0.41 -0.45  0.00
H -0.21 -1.14 -0.82  0.27
H 0.97 -0.70 0.37  0.24

=====

Record 12
ORCA calculation (ωB97M-V/def2-TZVPD) on an isolated molecule of CH2N2O3 at a distorted geometry.

Output
HOMO-LUMO gap, eV: 11.071
Highest occupied orbital energy, eV: -11.0
ΔE to the lowest compared entry with this formula, charge and spin, eV: 4.748
SMILES: O=[N+]([O-])N1CO1

Each line ends with the Mulliken charge.
Element x y z (Å)
O -0.49 1.45 1.40  -0.54
O 0.98 -0.90 -0.47  -0.26
O 0.00 -0.65 1.84  -0.50
N 0.83 0.34 0.00  -0.08
N -0.07 0.35 1.19  0.94
C -0.07 -0.19 -1.07  -0.07
H -0.07 0.05 -2.16  0.27
H -1.10 -0.46 -0.74  0.23

=====

Record 13
ORCA calculation (ωB97M-V/def2-TZVPD) on a cluster of 3 separate species, CH2N2O3S in total at a distorted geometry.

Output
HOMO-LUMO gap (spin up / spin down), eV: 5.839 / 5.838
Total charge: -2
Highest occupied orbital energy (spin up / spin down), eV: 1.0 / 1.0
ΔE to the lowest compared entry with this formula, charge and spin, eV: 4.795

Each line ends with the Mulliken charge.
Element x y z (Å)
S 0.78 1.22 -0.02  -0.07
O -1.75 -1.66 -0.33  -0.47
O -0.08 -3.28 0.11  -0.77
O 1.84 1.70 -0.98  -0.54
N -0.46 -1.16 -1.04  -0.60
N -0.29 2.31 0.13  -0.64
C -0.50 -2.20 -0.36  0.87
H 1.55 1.03 1.92  -0.03
H -1.09 2.04 0.58  0.26

=====

Record 14
ORCA calculation (ωB97M-V/def2-TZVPD) on an isolated molecule of CH2N2O3S at a distorted geometry.

Output
HOMO-LUMO gap (spin up / spin down), eV: 9.118 / 7.883
Highest occupied orbital energy (spin up / spin down), eV: -8.5 / -10.9
Spin multiplicity: 3
ΔE to the lowest compared entry with this formula, charge and spin, eV: 2.214

Each line ends with the Mulliken charge.
Element x y z (Å)
S -1.44 0.00 -0.07  0.83
O -2.22 -0.93 -0.85  -0.55
O -1.91 1.35 -0.12  -0.50
O -0.91 -0.65 1.22  -0.33
N 0.96 0.55 0.39  0.02
N 2.02 0.49 -0.33  -0.44
C 0.18 -0.56 0.21  0.32
H 0.69 -1.64 -0.13  0.36
H 2.63 1.40 -0.31  0.29

=====

Record 15
ORCA calculation (ωB97M-V/def2-TZVPD) on a cluster of 2 separate species, CH2N2O3Si in total at a distorted geometry.

Output
HOMO-LUMO gap, eV: 9.841
Highest occupied orbital energy, eV: -11.2
ΔE to the lowest compared entry with this formula, charge and spin, eV: 1.957
SMILES: N#C[SiH]=O.O=NO

Each line ends with the Mulliken charge.
Element x y z (Å)
Si 0.27 -1.07 0.53  0.67
O 0.20 1.79 -2.13  -0.39
O -1.23 -1.09 0.35  -0.56
O -1.58 1.01 -1.31  -0.32
N -0.22 0.92 -1.41  0.32
N 1.95 -0.16 2.81  -0.31
C 1.18 -0.51 2.05  0.19
H -1.94 0.52 -0.57  0.42
H 1.37 -1.41 -0.32  -0.03

=====

Record 16
ORCA calculation (ωB97M-V/def2-TZVPD) on an isolated molecule of CH2N2OS at a distorted geometry.

Output
HOMO-LUMO gap (spin up / spin down), eV: 8.346 / 6.755
Highest occupied orbital energy (spin up / spin down), eV: -9.5 / -8.6
ΔE to the lowest compared entry with this formula, charge and spin, eV: 4.272

Each line ends with the Mulliken charge.
Element x y z (Å)
S -2.47 -1.03 -1.42  -0.05
O -1.27 0.10 -1.61  -0.16
N 0.34 -0.18 0.04  -0.01
N -0.31 0.50 -0.80  -0.03
C 1.03 0.12 1.07  -0.31
H 0.80 1.14 1.54  0.30
H 1.88 -0.65 1.18  0.26

=====

Record 17
ORCA calculation (ωB97M-V/def2-TZVPD) on a cluster of 2 separate species, CH2N2P2 in total at a distorted geometry.

Output
HOMO-LUMO gap (spin up / spin down), eV: 6.544 / 6.431
Highest occupied orbital energy (spin up / spin down), eV: -7.8 / -7.7
ΔE to the lowest compared entry with this formula, charge and spin, eV: 2.937

Each line ends with the Mulliken charge.
Element x y z (Å)
P 0.72 -0.69 2.13  0.03
P -0.51 1.52 0.36  -0.12
N 0.26 0.53 1.39  0.09
N 0.71 -1.83 -2.43  -0.34
C -0.05 -1.35 -1.71  0.16
H -0.77 -1.00 -0.89  0.13
H -0.35 2.82 1.16  0.06

=====

Record 18
ORCA calculation (ωB97M-V/def2-TZVPD) on an isolated molecule of CH2N2P2 at a distorted geometry.

Output
HOMO-LUMO gap, eV: 6.706
Highest occupied orbital energy, eV: -7.4
ΔE to the lowest compared entry with this formula, charge and spin, eV: 1.858

Each line ends with the Mulliken charge.
Element x y z (Å)
P -2.19 -1.28 0.04  0.08
P -0.81 1.44 0.01  -0.20
N 0.76 -0.78 -0.05  -0.54
N -1.80 0.18 -0.02  0.13
C 0.72 0.48 0.03  -0.04
H 1.60 1.13 0.08  0.35
H 1.71 -1.17 -0.09  0.22

=====

Record 19
ORCA calculation (ωB97M-V/def2-TZVPD) on a cluster of 2 separate species, CH2N2S3 in total at a distorted geometry.

Output
HOMO-LUMO gap, eV: 5.527
Highest occupied orbital energy, eV: -8.5
ΔE to the lowest compared entry with this formula, charge and spin, eV: 2.511

Each line ends with the Mulliken charge.
Element x y z (Å)
S -1.65 -1.63 0.81  -0.15
S -2.66 -0.11 0.04  0.25
S -1.72 1.63 0.05  -0.12
N 1.32 0.02 -0.29  0.61
N 1.52 -0.74 -1.19  -1.00
C 1.26 0.72 0.62  -0.19
H 1.03 1.58 1.05  0.36
H 0.90 -1.48 -1.08  0.25

=====

Record 20
ORCA calculation (ωB97M-V/def2-TZVPD) on the ion CH2N3 with charge +1 at a distorted geometry.

Output
HOMO-LUMO gap (spin up / spin down), eV: 8.635 / 8.637
Total charge: +1
Highest occupied orbital energy (spin up / spin down), eV: -16.6 / -16.6
ΔE to the lowest compared entry with this formula, charge and spin, eV: 4.235
SMILES: [H]/N=C\[N+]#N

Each line ends with the Mulliken charge.
Element x y z (Å)
N -0.13 1.01 -0.48  0.44
N 0.65 1.55 0.13  0.00
N 0.24 -0.69 0.55  -0.24
C -0.49 -0.36 -0.35  0.05
H 1.15 -0.80 0.98  0.39
H -1.41 -0.72 -0.84  0.37